No. 1
{"formula": "C69H135N7O11Pt", "method": "ωB97M-V/def2-TZVPD", "symbols": ["H", "H", "C", "H", "C", "C", "C", "N", "H", "H", "H", "C", "H", "C", "H", "C", "H", "H", "C", "C", "C", "H", "H", "H", "C", "H", "H", "H", "C", "C", "H", "H", "H", "H", "C", "C", "H", "O", "C", "H", "H", "H", "H", "C", "H", "H", "H", "N", "H", "H", "C", "H", "H", "C", "O", "C", "H", "H", "C", "C", "C", "C", "H", "H", "H", "H", "H", "H", "H", "H", "C", "H", "C", "H", "H", "H", "H", "H", "H", "H", "H", "H", "H", "C", "C", "H", "C", "C", "C", "H", "C", "C", "O", "H", "H", "H", "O", "H", "H", "H", "H", "H", "N", "C", "H", "H", "H", "H", "H", "C", "C", "H", "H", "C", "H", "C", "H", "N", "H", "H", "C", "C", "H", "C", "C", "H", "O", "H", "C", "C", "H", "C", "N", "C", "H", "C", "H", "C", "C", "H", "C", "H", "O", "O", "H", "H", "C", "H", "H", "H", "C", "H", "Pt", "H", "H", "H", "H", "H", "H", "C", "C", "C", "H", "O", "H", "O", "H", "H", "H", "C", "H", "C", "H", "C", "C", "H", "H", "O", "H", "H", "C", "C", "C", "H", "H", "H", "H", "O", "H", "H", "H", "H", "H", "C", "H", "H", "H", "C", "N", "C", "C", "H", "H", "H", "H", "H", "H", "H", "H", "H", "H", "H", "H", "H", "C", "N", "H", "C", "H", "H", "H", "H", "C"], "xyz": [[12.78, 17.65, 20.14], [16.94, 14.69, 20.16], [15.91, 14.24, 19.92], [13.58, 20.86, 13.71], [18.89, 15.35, 12.48], [14.09, 12.32, 14.70], [24.03, 17.17, 11.56], [15.77, 18.73, 12.24], [21.81, 13.49, 15.89], [11.66, 12.87, 11.37], [16.12, 8.05, 11.67], [21.68, 16.37, 19.44], [17.29, 9.01, 13.45], [11.31, 13.82, 14.64], [22.12, 17.26, 17.08], [22.35, 16.93, 9.58], [25.29, 14.42, 16.12], [20.05, 10.69, 8.53], [15.49, 16.99, 10.55], [12.99, 19.34, 12.18], [20.38, 11.10, 11.86], [13.24, 9.57, 14.91], [23.42, 19.27, 16.29], [16.33, 16.37, 10.75], [14.23, 16.72, 12.66], [21.41, 20.69, 16.23], [17.62, 10.70, 13.20], [22.69, 9.35, 16.44], [9.95, 14.30, 15.28], [12.35, 14.88, 15.05], [20.45, 18.83, 12.61], [24.77, 17.62, 10.87], [21.57, 20.21, 12.85], [15.90, 13.71, 18.99], [14.95, 17.86, 20.68], [22.81, 19.28, 17.19], [23.63, 17.47, 17.89], [11.61, 12.53, 16.51], [21.99, 11.41, 15.48], [14.79, 11.51, 14.41], [16.40, 16.11, 18.12], [22.84, 12.47, 13.12], [13.30, 14.72, 14.53], [20.31, 8.01, 11.71], [23.40, 19.25, 19.86], [20.54, 20.30, 11.40], [21.41, 11.42, 11.87], [20.48, 18.52, 18.74], [13.16, 17.95, 21.81], [26.25, 13.37, 13.52], [19.74, 16.20, 13.33], [9.65, 15.18, 14.65], [12.52, 14.55, 16.08], [12.62, 10.39, 15.25], [17.94, 11.11, 10.32], [21.41, 19.78, 16.80], [15.65, 13.69, 20.74], [14.75, 16.43, 9.96], [17.89, 14.25, 13.33], [23.36, 11.34, 16.09], [21.87, 17.88, 19.11], [22.22, 18.86, 11.28], [11.55, 10.06, 15.36], [13.26, 14.91, 20.74], [14.21, 21.15, 12.15], [12.58, 18.60, 12.85], [21.92, 10.76, 14.56], [12.21, 19.96, 11.79], [14.34, 12.75, 15.66], [16.28, 21.28, 12.19], [16.38, 20.89, 13.24], [15.83, 15.56, 22.43], [20.15, 10.24, 10.65], [25.09, 12.18, 12.94], [15.45, 19.72, 21.48], [24.13, 19.54, 10.50], [22.14, 15.09, 8.50], [17.45, 20.63, 13.25], [22.75, 20.52, 9.95], [13.67, 17.18, 13.44], [15.30, 19.43, 19.26], [23.99, 16.66, 8.25], [21.41, 15.76, 18.57], [13.57, 15.04, 19.72], [20.57, 10.99, 9.41], [14.31, 13.13, 14.04], [22.57, 18.70, 20.31], [22.64, 17.94, 17.75], [12.33, 11.63, 13.03], [22.54, 15.75, 11.40], [18.95, 19.96, 17.46], [13.50, 18.18, 20.80], [20.31, 17.01, 15.45], [20.87, 8.50, 9.62], [11.97, 15.86, 14.90], [20.30, 18.58, 20.67], [17.43, 13.33, 12.75], [13.10, 11.14, 12.47], [13.50, 16.16, 12.09], [17.05, 13.86, 15.39], [23.94, 15.44, 10.27], [20.96, 19.07, 16.12], [11.47, 12.47, 15.11], [14.86, 17.52, 18.16], [16.28, 21.76, 13.91], [23.31, 19.99, 17.79], [21.97, 9.07, 10.82], [23.52, 14.73, 15.97], [14.41, 18.54, 14.87], [18.03, 9.18, 11.54], [17.95, 9.70, 12.97], [20.42, 8.41, 12.72], [22.43, 11.56, 17.96], [13.72, 18.63, 11.05], [18.53, 7.25, 12.41], [24.45, 14.45, 15.38], [21.23, 10.94, 16.09], [15.41, 16.43, 20.77], [10.76, 12.25, 16.80], [10.72, 14.77, 12.80], [14.78, 17.77, 11.65], [23.17, 16.21, 10.68], [24.61, 16.58, 12.28], [21.52, 15.81, 8.99], [25.16, 13.18, 13.37], [20.89, 7.07, 11.82], [15.01, 15.78, 21.98], [24.18, 11.59, 18.04], [18.83, 7.86, 11.52], [18.49, 15.42, 15.42], [12.97, 18.08, 10.47], [16.59, 8.83, 11.05], [24.39, 11.86, 15.22], [21.07, 19.62, 12.05], [20.90, 16.27, 20.23], [15.43, 18.31, 19.32], [20.81, 16.06, 8.16], [10.95, 13.75, 13.13], [23.30, 17.49, 8.45], [21.45, 19.14, 8.73], [17.74, 14.48, 14.79], [22.61, 15.97, 19.82], [16.98, 18.05, 12.71], [18.89, 15.35, 11.27], [25.63, 12.09, 16.63], [15.73, 17.69, 9.76], [12.69, 11.75, 14.53], [16.73, 8.40, 10.04], [18.71, 21.01, 17.21], [21.91, 19.43, 20.88], [19.57, 16.30, 14.70], [16.69, 18.67, 21.51], [19.44, 17.04, 17.53], [10.02, 13.24, 12.92], [23.16, 13.06, 17.44], [16.47, 18.03, 19.18], [20.70, 13.02, 14.59], [13.77, 17.51, 18.14], [15.23, 17.98, 17.24], [15.38, 19.73, 13.30], [15.35, 16.08, 18.26], [23.34, 11.96, 17.50], [13.35, 19.27, 20.65], [18.41, 15.68, 16.69], [16.17, 18.96, 15.12], [25.70, 11.76, 15.76], [24.77, 13.85, 12.60], [18.01, 11.65, 11.12], [23.90, 9.37, 15.30], [23.01, 18.02, 12.29], [22.60, 14.23, 13.64], [14.00, 20.37, 12.84], [24.82, 15.24, 14.72], [20.37, 19.83, 17.99], [24.21, 13.16, 14.55], [21.59, 10.81, 9.32], [18.17, 19.62, 18.11], [19.68, 18.51, 19.93], [12.92, 10.58, 16.32], [19.75, 12.01, 11.92], [15.67, 18.71, 21.72], [12.04, 12.96, 12.41], [21.73, 12.87, 15.01], [20.22, 10.52, 12.82], [12.94, 15.77, 19.17], [15.90, 9.68, 10.97], [23.90, 18.35, 8.74], [20.85, 18.82, 9.39], [19.98, 20.90, 19.83], [10.07, 14.71, 16.29], [23.35, 20.59, 11.60], [23.00, 18.07, 21.08], [20.96, 15.30, 9.80], [20.72, 20.92, 19.05], [14.15, 19.35, 10.40], [9.16, 13.58, 15.20], [20.37, 16.88, 12.80], [15.00, 15.46, 19.71], [18.69, 9.97, 10.44], [23.64, 9.85, 16.23], [20.91, 8.89, 10.66], [13.52, 14.11, 19.18], [12.86, 13.62, 12.22], [22.75, 17.66, 7.57], [24.47, 9.61, 16.89], [14.97, 15.36, 17.52], [16.80, 17.48, 13.47], [15.44, 18.43, 22.74], [21.76, 20.81, 19.39], [18.59, 7.30, 10.59], [20.35, 12.09, 9.36], [20.57, 21.88, 18.62], [22.35, 17.38, 12.87], [18.91, 9.56, 13.51], [23.14, 19.95, 10.72], [21.57, 17.99, 10.24], [14.91, 20.16, 15.30], [22.81, 13.21, 13.96], [23.48, 18.70, 12.94], [18.84, 19.42, 16.53], [14.99, 16.04, 13.05], [11.51, 10.95, 12.97], [15.18, 19.28, 14.73]], "lowdin_charge": [0.08, 0.12, -0.03, 0.10, -0.30, -0.03, -0.16, -0.03, 0.08, 0.12, 0.09, -0.05, 0.07, -0.52, 0.08, -0.49, 0.08, 0.08, -0.02, -0.15, -0.02, 0.07, 0.13, 0.06, -0.02, 0.12, 0.07, 0.08, -0.05, -0.01, 0.09, 0.11, 0.07, 0.07, -0.53, -0.18, 0.14, -0.04, -0.15, 0.10, 0.06, 0.12, 0.06, -0.21, 0.08, 0.07, 0.07, -0.22, 0.09, 0.10, 0.03, 0.09, 0.08, -0.05, -0.02, -0.10, 0.05, 0.09, -0.28, -0.56, -0.40, -0.48, 0.10, 0.08, 0.09, 0.09, 0.12, 0.10, 0.08, 0.09, -0.05, 0.10, -0.50, 0.09, 0.07, 0.07, 0.07, 0.07, 0.06, 0.03, 0.15, 0.09, 0.06, -0.03, -0.04, 0.05, 0.00, -0.17, -0.13, 0.08, -0.05, -0.04, -0.16, 0.13, 0.07, 0.08, 0.11, 0.11, 0.08, 0.13, 0.15, 0.07, -0.09, -0.18, 0.09, 0.09, 0.12, 0.08, 0.07, -0.49, -0.04, 0.10, 0.09, -0.15, 0.13, -0.02, 0.12, -0.06, 0.09, 0.12, -0.51, -0.14, 0.09, -0.04, -0.04, 0.12, -0.04, 0.07, -0.15, -0.30, 0.13, -0.04, -0.09, -0.01, 0.09, -0.16, 0.10, -0.13, -0.01, 0.07, 0.10, 0.08, -0.04, 0.08, 0.05, 0.09, -0.46, 0.09, 0.11, 0.09, -0.36, 0.06, 1.15, 0.11, 0.08, 0.10, 0.11, 0.10, 0.09, -0.49, -0.10, -0.01, 0.10, -0.23, 0.09, 0.02, 0.07, 0.06, 0.08, -0.14, 0.11, -0.10, 0.08, -0.46, -0.52, 0.06, 0.06, -0.06, 0.09, 0.09, -0.03, -0.19, -0.14, 0.07, 0.08, 0.08, 0.07, 0.00, 0.08, 0.08, 0.09, 0.07, 0.08, -0.01, 0.12, 0.08, 0.07, -0.50, -0.10, -0.04, -0.13, 0.09, 0.09, 0.06, 0.08, 0.12, 0.07, 0.09, 0.07, 0.13, 0.10, 0.08, 0.10, 0.07, -0.03, -0.08, 0.08, -0.13, 0.10, 0.06, 0.08, 0.12, -0.05], "s2": 2.042, "total_charge": 0, "spin_multiplicity": 3, "e_lumo_ev": [-0.284, -3.111], "homo_lumo_gap_ha": [0.2822, 0.1783], "homo_energy_ev": [-7.964, -7.963]}

No. 2
{"formula": "C5H8O3", "method": "ωB97M-V/def2-TZVPD", "symbols": ["H", "H", "H", "C", "C", "C", "C", "O", "H", "H", "C", "H", "H", "O", "O", "H"], "xyz": [[1.06, 2.05, -0.27], [1.37, 0.20, -1.79], [-3.48, -0.13, 0.23], [-1.51, 0.46, 0.27], [0.86, -0.30, 0.91], [-0.09, 0.48, -0.03], [0.74, -0.91, -0.47], [1.84, -0.56, -1.11], [0.17, -1.70, -0.74], [2.87, -0.08, 0.59], [-2.36, -0.59, 0.05], [-2.35, -1.65, -0.38], [0.31, -0.60, 1.82], [2.13, 0.28, 1.13], [0.23, 1.66, -0.72], [-1.77, 1.40, 0.53]], "lowdin_charge": [0.16, 0.23, 0.10, -0.13, -0.21, -0.39, -0.26, -0.04, 0.10, 0.12, 0.02, 0.08, 0.15, -0.02, 0.00, 0.07], "total_charge": 0, "smiles": "C=C[C@@]1(O)[C@H](O)[C@@H]1O", "e_lumo_ev": 0.590, "homo_lumo_gap_ha": 0.3348, "homo_energy_ev": -8.521}

Let's list E in order: -4039.7548 -420.8755 hartree.